{"formula": "C72H180N12", "method": "wB97M-V/def2-TZVPD", "species": ["N", "N", "N", "N", "N", "N", "N", "N", "N", "N", "N", "N", "C", "C", "C", "C", "C", "C", "C", "C", "C", "C", "C", "C", "C", "C", "C", "C", "C", "C", "C", "C", "C", "C", "C", "C", "C", "C", "C", "C", "C", "C", "C", "C", "C", "C", "C", "C", "C", "C", "C", "C", "C", "C", "C", "C", "C", "C", "C", "C", "C", "C", "C", "C", "C", "C", "C", "C", "C", "C", "C", "C", "C", "C", "C", "C", "C", "C", "C", "C", "C", "C", "C", "C", "H", "H", "H", "H", "H", "H", "H", "H", "H", "H", "H", "H", "H", "H", "H", "H", "H", "H", "H", "H", "H", "H", "H", "H", "H", "H", "H", "H", "H", "H", "H", "H", "H", "H", "H", "H", "H", "H", "H", "H", "H", "H", "H", "H", "H", "H", "H", "H", "H", "H", "H", "H", "H", "H", "H", "H", "H", "H", "H", "H", "H", "H", "H", "H", "H", "H", "H", "H", "H", "H", "H", "H", "H", "H", "H", "H", "H", "H", "H", "H", "H", "H", "H", "H", "H", "H", "H", "H", "H", "H", "H", "H", "H", "H", "H", "H", "H", "H", "H", "H", "H", "H", "H", "H", "H", "H", "H", "H", "H", "H", "H", "H", "H", "H", "H", "H", "H", "H", "H", "H", "H", "H", "H", "H", "H", "H", "H", "H", "H", "H", "H", "H", "H", "H", "H", "H", "H", "H", "H", "H", "H", "H", "H", "H", "H", "H", "H", "H", "H", "H", "H", "H", "H", "H", "H", "H", "H", "H", "H", "H", "H", "H", "H", "H", "H", "H", "H", "H", "H", "H", "H", "H", "H", "H", "H", "H", "H", "H", "H", "H"], "xyz": [[-3.95666, 0.11261, 3.01012], [7.44541, 2.24450, 1.06099], [2.35738, -0.39842, 6.45693], [2.45740, 1.87978, -5.08134], [-3.85773, 8.66214, 0.65739], [1.59768, -8.87523, -5.11340], [-2.58040, -4.91139, -0.03902], [-3.21346, 1.01040, -8.67598], [0.41238, 0.52451, -0.25152], [5.73415, -6.27504, 5.76074], [-8.66815, 0.75482, -1.72953], [2.05483, 5.50804, 3.42393], [5.35540, -8.22102, 7.29870], [-2.34500, 7.26866, 2.27284], [5.03152, 2.79852, 0.22677], [-8.15191, 2.00247, -1.02564], [-4.98007, 1.18294, 3.02390], [1.40957, -1.48818, 6.05756], [8.74220, 1.55488, 0.55197], [-3.01446, -0.43183, -8.48660], [-8.07573, 0.53576, -3.10991], [1.85149, 2.31632, -2.67759], [1.41571, -1.67604, -0.74942], [-4.28969, 1.42843, -9.50590], [4.71190, 0.49224, 6.22411], [0.37659, 5.06710, 1.56697], [6.63101, -5.41304, 6.60502], [-0.46671, -4.45487, 1.05685], [7.14219, 1.80943, 2.47519], [-4.34649, 7.69336, -0.25980], [3.22522, 3.55432, -6.90666], [-2.47457, 10.81555, 0.88100], [-1.43247, -5.51039, 0.56019], [1.39360, 1.84422, -4.06431], [-3.20764, 1.77591, -7.40153], [8.16772, 2.33959, 3.45713], [3.02207, -10.93411, -5.12922], [-3.68615, -0.27214, 1.62106], [-3.02706, -1.49153, 4.69555], [1.16406, 0.56137, 0.95459], [3.67630, 1.20873, -4.71014], [2.60290, -7.98835, -4.57708], [-4.80744, -1.03132, 0.93121], [-4.99920, -5.26105, -0.67647], [-4.04314, 1.11391, -6.23766], [1.97008, -7.05435, -3.43823], [0.11193, -0.92297, -0.52325], [0.41007, -8.28500, -5.78630], [5.69615, -5.87466, 4.34396], [2.50732, 7.91140, 3.83389], [-0.75569, 1.42939, -0.16514], [3.59551, -0.45957, 5.66418], [5.86937, -7.73967, 5.94813], [-1.64651, -0.69191, -7.91831], [4.49876, -4.86662, 4.15440], [-4.13749, 2.70558, -10.40015], [2.51256, 3.15450, 4.11071], [2.86296, 4.31528, 3.12720], [-8.59029, -0.45529, -0.81019], [-8.14897, 1.84082, -3.94724], [-2.32653, -4.36774, -1.44178], [0.47050, 0.38670, 2.36502], [-5.47941, 8.43026, -1.10043], [0.82151, 1.33575, 7.58218], [-4.21744, -0.85961, 4.10724], [1.71028, 0.88218, 6.27827], [-2.64777, 9.43022, 0.27574], [5.84373, -4.18712, 7.16549], [-2.77618, -3.05473, -1.81925], [2.89236, 3.28484, -5.31454], [6.29825, 1.92292, 0.13791], [-6.74834, 1.81263, -0.37925], [-1.66262, 1.21818, -1.38370], [-0.72471, -9.28183, -5.92684], [-3.68141, 8.04789, 1.99103], [-4.60325, 2.48539, 2.26559], [9.94177, 2.40919, 0.87229], [-9.54988, -1.53425, -1.12955], [2.10443, -9.96846, -5.97511], [2.82396, 6.73253, 2.91519], [-3.77463, -5.76423, 0.11160], [1.82392, -2.72251, 6.71970], [3.46870, -0.32738, -4.99367], [0.63654, 5.43671, 3.04166], [-4.95002, -1.49409, 3.60840], [6.22066, 2.31861, 2.75737], [2.49131, 3.12252, -7.58712], [3.01103, -7.45135, -5.43333], [-5.96076, 0.83860, 2.69560], [6.43108, -3.69091, 7.93807], [-4.66416, 2.72535, -11.35426], [1.30220, -10.58777, -6.37633], [-1.71349, -8.88315, -5.69996], [5.56567, -3.47484, 6.38868], [2.46552, 1.66239, 6.18346], [3.59608, 3.62866, -4.55647], [-5.09007, 1.60292, 4.02372], [4.21964, 3.23904, -7.22260], [2.65425, 6.90249, 1.85199], [4.38077, -7.74175, 7.39085], [7.11148, 0.72175, 2.53921], [8.97397, 1.65356, 3.71677], [-2.89254, -1.00868, 1.49537], [5.71759, 0.15790, 5.96935], [2.78484, -9.59593, -6.74087], [8.87566, 0.56080, 0.97869], [-4.57109, -0.99663, -0.13229], [3.16362, 4.60315, -7.19695], [3.14070, 8.73728, 3.51009], [5.39526, 3.81928, 0.34444], [0.60745, -7.65224, -6.65161], [-1.25020, -4.32836, -1.60930], [0.39987, -4.94346, 1.50228], [2.52976, -0.73981, -4.62436], [-1.85638, 10.86765, 1.77724], [1.99986, -1.97066, 0.12240], [-2.60811, -5.13093, -2.16726], [-0.95759, -6.35606, 0.06276], [1.18948, -2.67505, -1.12212], [-3.74084, 8.83647, 2.74115], [5.08010, -9.26158, 7.12686], [-4.79783, -5.32415, -1.74585], [4.63975, -3.90156, 4.64109], [1.36925, -7.66651, -2.76565], [3.79116, -10.31695, -4.66477], [-2.97196, -0.99577, -9.41841], [5.97802, 0.88144, 0.16732], [-4.33052, 0.61837, -10.23407], [-4.08474, 1.83514, -5.42145], [-5.34870, -4.25202, -0.45779], [-3.54607, 7.33073, -0.90472], [-2.35111, -0.86742, 5.28009], [10.26996, 3.20701, 0.20606], [-0.83277, -9.63278, -6.95312], [1.35105, -6.30232, -3.92747], [4.56036, 1.51061, -5.27174], [-3.48386, 2.80665, -7.62372], [1.98660, -2.76487, 7.79666], [1.09247, -3.51439, 6.55844], [3.53163, -5.18551, 4.54310], [-3.57861, 2.72581, 2.54916], [-7.26991, 2.48019, -4.02822], [0.62665, 5.87263, 0.87654], [0.39833, -1.33753, 6.43544], [-2.43536, -1.80376, 3.83503], [-5.83856, -0.68188, 0.98391], [1.16763, 0.44715, 3.20076], [3.88320, 6.48895, 2.99776], [10.83094, 1.85529, 1.17338], [6.05736, -7.97863, 8.09656], [-9.47515, -1.84405, -2.17193], [6.64392, -5.44378, 4.02118], [-4.48124, 7.37862, 2.30796], [-6.11163, 1.41730, -1.17071], [-4.89330, -2.04435, 1.32429], [0.99062, 4.19939, 1.32583], [3.92274, 1.45542, -3.67742], [-4.99489, 0.64540, -6.48817], [-3.42929, 11.29409, 1.09920], [-4.79036, 6.86780, 0.29654], [2.15611, -1.22202, -1.40803], [-0.07797, -0.55071, 2.45739], [0.31760, 2.29905, 7.50341], [-0.50221, -0.95625, -1.42315], [4.64699, 1.49913, 5.81170], [-3.11591, 3.03651, -10.58712], [1.07981, 0.80678, -3.94879], [-8.93052, 0.06525, 0.08501], [1.46456, 8.22834, 3.81615], [1.58022, 2.61514, 3.94353], [4.28458, -0.94953, -4.62574], [3.49649, -0.30822, 4.58930], [-3.33052, 0.44397, -5.75658], [-5.79398, -5.99294, -0.53241], [0.12832, -7.64218, -4.95234], [8.66227, 1.45357, -0.53036], [1.50066, 1.17247, 8.41897], [2.53023, -11.54580, -4.37290], [-10.54045, -1.14921, -1.37166], [2.82470, 7.66456, 4.84703], [4.99118, -4.58599, 7.71518], [2.78926, 3.99555, 2.08775], [-2.31056, -2.48377, -2.62256], [0.93126, 2.30140, -2.09360], [-2.36242, 2.01063, -1.64904], [-0.63554, 4.67903, 1.45248], [-5.14234, 9.20643, -1.78748], [-8.89102, 2.34700, -0.30238], [6.91208, -7.97919, 5.73960], [-4.65606, -0.42166, 5.00386], [7.47878, -5.18705, 5.95826], [4.60283, 0.54507, 7.30735], [8.53991, 3.35527, 3.32303], [-8.95920, 2.53361, -3.71992], [0.31307, 6.44109, 3.31496], [-3.43881, -2.31370, 5.28087], [-7.25807, -0.17898, -3.20304], [-6.01517, 7.70371, -1.71133], [-5.20730, 3.32731, 2.60381], [-0.96320, 0.90267, -2.15789], [-4.63928, 2.36446, 1.18292], [-1.91916, 11.48687, 0.22605], [-3.58729, -6.82360, -0.06370], [3.41610, -8.47803, -4.04134], [-2.44870, 6.40284, 1.61885], [1.32736, -1.54799, 4.97231], [7.05114, -5.97725, 7.43765], [-1.40339, 7.68813, 1.91858], [-0.44261, -1.39712, 0.28655], [1.53570, 1.57566, 1.10019], [3.98013, -1.47801, 5.71848], [-3.28331, 0.58789, 1.08610], [-1.72915, 8.86460, 0.43168], [4.35394, -4.75181, 3.08018], [-2.17228, 1.81962, -7.06354], [6.63483, 2.17235, -0.86837], [-1.32131, 1.39349, 0.76592], [-7.58608, -0.78967, -0.54973], [3.47399, -11.69317, -5.76775], [4.37998, 2.38603, 0.99713], [7.71460, 2.47220, 4.43956], [2.64993, -3.19095, 6.18457], [0.05525, 4.74584, 3.65230], [-6.61154, 1.27511, 0.55908], [2.68491, -6.38828, -2.95505], [-5.26605, 1.34385, -9.02873], [-8.29163, 1.56626, -4.99239], [-3.91652, -5.73015, 1.19178], [3.41563, -0.57586, -6.05364], [0.58279, 2.49666, -4.38836], [2.52679, 3.56933, 5.11859], [-0.21348, 2.37484, -0.14945], [4.37674, 2.76198, -0.64387], [-2.86070, -2.44003, -0.92309], [-0.17972, 1.22768, 2.60603], [0.03874, 0.60195, 7.77428], [2.38595, 3.26576, -2.64602], [-0.98089, -3.96508, 1.88379], [2.49532, 1.65138, -2.10190], [3.26928, 2.37773, 4.00066], [-1.55945, -1.77271, -7.80704], [-1.50592, -0.20152, -6.95506], [-2.32022, 0.34911, -1.40367], [-3.84595, -2.99693, -2.02011], [-2.39619, 6.91620, 3.30302], [1.11181, 0.97684, 5.37219], [-0.92953, -0.21110, -8.58379], [-0.05284, -3.74868, 0.33706], [3.93228, 4.45319, 3.28735], [-1.66023, -6.11334, 1.43921], [-6.37807, 2.77079, -0.01465], [5.39933, -6.77456, 3.80529], [-0.49798, -10.09245, -5.23429], [-8.78180, -0.09987, -3.64428], [-6.22351, 8.94784, -0.49502], [-3.88496, -0.79388, -7.93957], [-8.08633, 2.85218, -1.70518], [-4.45261, 3.52803, -9.75798], [-2.64076, 9.46820, -0.81358], [-9.71397, -2.35672, -0.43333], [2.11142, 4.01327, -5.09634], [5.12142, -8.14948, 5.26936], [2.01258, -0.11527, 0.85322], [9.79334, 3.08304, 1.71609]], "forces_ev_per_a": [[0.146, 2.422, 0.923], [-0.073, -1.492, -0.368], [-0.896, 0.070, -1.015], [0.443, 2.434, -0.801], [1.297, 0.160, 2.771], [-0.844, -2.494, -1.451], [-0.842, 0.729, -1.815], [0.946, 1.320, 0.861], [-1.497, -1.922, 0.306], [0.328, 0.080, 0.826], [1.390, -0.232, -0.273], [2.105, 0.102, -0.571], [-0.145, 0.383, -1.074], [-1.583, -0.629, -1.344], [0.482, -0.514, 0.807], [0.436, -1.466, 0.231], [0.702, 1.049, 0.099], [0.252, 1.483, 1.085], [-1.487, 1.457, 0.212], [-0.383, 0.980, -0.477], [-2.389, 0.541, 0.457], [-0.474, -0.293, 0.592], [0.299, -1.292, -0.070], [-0.127, -1.547, -2.783], [-0.784, -0.334, -0.365], [0.169, -0.318, 0.598], [-1.252, -0.412, -0.840], [0.551, -0.479, 0.601], [0.825, 1.557, -1.331], [-1.504, 1.578, -1.732], [0.165, 0.073, 1.558], [-0.024, 0.478, 0.178], [0.867, -0.232, 0.708], [1.718, -0.127, 0.516], [-0.120, -1.193, -0.111], [0.171, 0.066, 1.726], [-0.387, 0.287, -0.616], [-0.227, -1.212, 0.923], [0.976, -1.216, -1.136], [0.744, 1.248, 2.296], [-0.480, -2.764, -0.203], [-0.966, 1.260, 1.078], [-0.804, 0.222, -0.627], [0.430, -1.002, -0.064], [1.792, 0.985, 0.008], [0.280, 0.188, -2.116], [0.633, 1.238, -0.292], [0.407, 0.972, 2.874], [-2.275, 0.440, 1.712], [0.742, 0.060, -0.641], [0.226, -0.462, -0.499], [1.149, -0.053, 0.840], [-0.500, 1.641, 0.077], [-0.374, 0.257, 0.818], [0.652, -0.191, -0.563], [0.367, 0.710, 1.984], [0.271, 0.394, -0.915], [-1.020, -1.109, 1.018], [-0.352, 2.895, 0.632], [0.975, -0.224, -0.895], [2.071, -3.264, 0.612], [-0.099, -0.323, -0.578], [0.262, -1.067, -0.227], [0.996, -1.960, -1.495], [-0.880, 1.474, -1.494], [-1.006, 1.842, 1.928], [-0.223, -0.668, -0.891], [0.984, -0.921, 0.175], [-3.062, 2.879, 0.832], [-1.234, 0.649, -2.453], [0.248, 0.702, -0.618], [-0.432, 0.898, -0.124], [0.315, -0.463, -0.264], [0.031, -0.206, -0.618], [1.478, 1.163, 1.115], [0.574, -0.925, -0.019], [1.128, 1.312, 1.199], [-1.681, -0.239, -2.019], [1.605, -0.847, 2.338], [-1.462, -1.222, 1.194], [0.098, 1.320, 0.378], [0.464, -3.307, -0.609], [0.434, 0.189, 0.245], [0.755, 0.610, -0.502], [-0.056, -1.154, 0.892], [-0.389, -0.548, -0.257], [-0.110, -0.614, 0.533], [0.502, 0.764, 0.191], [-0.301, -0.190, -0.043], [0.255, 0.270, -0.191], [-0.268, -0.336, 0.329], [-0.051, 0.536, -0.186], [0.179, 0.312, 0.290], [-0.108, -0.108, 0.239], [0.062, -0.176, 0.094], [1.033, -0.251, -0.476], [-0.058, -0.786, 0.398], [-0.012, -0.293, 0.187], [-0.293, 0.303, -0.148], [0.128, 0.337, 0.579], [-0.459, -0.184, 0.108], [0.339, 0.075, -0.628], [0.640, 0.086, 0.784], [-0.076, -0.313, 0.032], [-0.245, 0.214, -0.629], [-0.230, -0.160, 0.131], [-0.053, -0.612, -0.159], [0.154, 0.342, 0.624], [-0.175, 0.348, 0.025], [-0.557, 0.146, 0.472], [0.216, -0.145, -0.367], [0.374, -0.326, 0.552], [0.167, -0.107, 0.059], [0.013, 0.257, 0.490], [-0.257, -0.518, 0.337], [-0.290, 0.474, 0.538], [-0.361, -0.181, -0.165], [0.376, 0.217, -1.427], [-0.171, 0.013, -0.582], [0.051, 0.386, -0.007], [0.638, -0.326, 0.783], [0.122, 0.178, -0.070], [0.391, 0.050, -0.327], [0.221, 0.152, 0.106], [0.150, -0.440, 0.026], [-0.573, 0.530, -0.497], [0.269, -0.401, 0.033], [-0.273, -0.216, -0.292], [-0.851, 0.387, -0.164], [0.178, -0.101, 0.298], [-0.074, -0.371, -0.329], [-0.508, 0.323, 0.141], [-0.275, -0.585, -1.083], [0.237, -0.422, 0.037], [-0.541, -0.199, 0.038], [-0.384, 0.344, -0.416], [-0.285, -0.111, -0.008], [0.192, 0.798, -0.125], [-0.572, 0.026, -0.051], [0.259, -0.715, 0.174], [0.174, 0.031, -0.083], [0.393, -0.171, 0.622], [-0.257, -0.072, -0.077], [-0.006, 1.003, -0.040], [0.398, -0.827, 0.273], [0.127, 0.657, 0.290], [0.564, -0.358, -0.349], [-0.078, 0.004, 0.134], [0.020, -0.310, -0.325], [-0.406, -0.459, 0.253], [1.184, -1.066, 0.001], [0.071, -0.056, -0.352], [-0.262, -0.013, -0.669], [0.404, -0.008, 0.266], [0.425, -0.214, -0.316], [0.174, 0.049, -0.151], [0.171, -0.453, 0.373], [0.142, 0.213, 0.068], [-0.054, -0.089, -0.035], [0.029, -0.032, -0.238], [-0.421, 0.332, -0.287], [-0.179, 0.005, 0.094], [0.560, 0.124, 0.007], [0.099, -0.235, 0.067], [-0.224, 0.073, 0.079], [0.349, -0.823, -0.125], [-0.411, 0.040, -0.196], [-0.040, -0.484, 0.610], [0.053, -0.070, 0.019], [-0.264, 0.477, -0.123], [0.055, 0.077, 0.342], [-0.535, 0.398, -0.350], [-0.416, -0.916, -0.288], [-0.259, 0.220, 0.229], [-0.621, 0.704, -0.552], [-0.194, -0.142, 0.054], [-0.022, 0.774, 0.162], [-0.439, 0.514, 0.190], [-0.413, 0.785, 1.102], [-0.268, -0.074, 0.009], [-0.309, 0.116, -0.408], [-0.096, -0.185, -0.235], [0.516, -0.493, 0.104], [0.154, 0.639, 0.296], [0.630, 0.461, -0.074], [-0.202, 0.514, -0.208], [0.614, -0.122, 0.041], [-0.138, -0.437, 0.237], [0.038, -0.889, -0.163], [-0.835, 0.849, -0.695], [0.293, 0.686, 0.147], [0.132, 0.008, -0.001], [0.070, -0.207, -0.763], [-0.242, -0.540, 0.446], [-0.644, -0.064, -0.331], [0.715, -0.324, 0.109], [1.281, 0.913, 0.454], [-0.087, -0.094, -0.143], [-0.287, -0.152, -0.220], [-0.137, 0.884, -0.733], [-0.051, 0.257, 0.066], [-0.164, -0.126, -0.456], [0.134, -0.255, -0.705], [-0.156, -0.558, -0.505], [0.199, -0.558, 0.156], [0.110, -0.263, -0.244], [-0.253, -0.197, 0.048], [-0.139, 0.484, 0.784], [-0.231, -0.050, 0.175], [0.608, 0.291, -0.522], [-0.036, -0.118, 0.284], [-0.583, 0.145, -0.019], [0.117, -0.243, 0.349], [0.001, 0.472, -0.119], [0.016, 0.140, 0.199], [0.546, -0.516, -0.059], [0.000, -0.344, 0.209], [0.326, -0.175, -0.545], [0.307, 0.271, -0.283], [0.039, 0.745, 0.600], [-0.566, -0.310, 0.180], [0.662, 0.165, 0.410], [0.412, -0.130, 0.360], [-0.718, -0.805, -0.371], [0.415, -0.680, 0.338], [-0.356, 0.600, 0.318], [-0.178, -0.184, -0.097], [-0.643, 0.000, 0.129], [0.122, 0.629, -0.251], [-0.064, -0.301, -0.203], [0.000, -0.149, 0.008], [-0.666, 0.630, -0.302], [0.500, -0.188, -0.459], [0.945, 0.406, 0.237], [-0.416, -0.085, -0.372], [-0.199, -0.128, -0.270], [-0.495, 0.325, -0.202], [0.123, 0.536, -0.183], [0.022, -0.473, -0.403], [0.233, -0.031, 0.205], [0.609, 0.086, -0.022], [0.027, -0.272, 0.202], [-0.044, -0.325, 1.015], [-0.325, -0.488, -0.654], [0.544, 0.160, -0.025], [-0.262, -0.340, -0.188], [0.174, -0.509, -0.120], [-0.478, -0.014, -0.114], [-0.086, 0.697, 0.097], [-0.979, 0.493, 0.518], [0.113, 0.442, -0.689], [0.494, 0.131, -0.405], [-0.313, -0.167, -0.169], [-0.722, -0.043, 0.237], [0.204, -0.335, 0.519], [0.220, -0.677, 0.485], [0.068, -0.391, -0.350], [-0.606, 0.395, -0.347], [-0.449, 0.451, -0.151], [0.609, 0.060, -0.086], [-0.753, -0.360, -0.162], [0.678, -0.280, -0.579], [-0.033, 0.263, 0.243], [-0.497, -0.530, 0.386]], "smiles": "CCN(CC)CC.CCN(CC)CC.CCN(CC)CC.CCN(CC)CC.CCN(CC)CC.CCN(CC)CC.CCN(CC)CC.CCN(CC)CC.CCN(CC)CC.CCN(CC)CC.CCN(CC)CC.CCN(CC)CC", "e_tot_ha": -3507.789929, "homo_energy_ha": -0.2967, "gap_ev": 8.41, "relative_energy_kcal_mol": 239.1}